Record 1
The following is a quantum chemistry calculation of C10H21N3O2S2 as an isolated structure, from the OMol25 dataset.

LUMO level = -0.154 eV
Highest occupied orbital energy = -7.73 eV
2S+1 = 1
ΔE to the lowest compared entry with this formula, charge and spin = 554.5 kJ/mol
Frontier orbital gap = 7.6 eV
Max |F| = 0.2347 hartree/bohr

Each line ends with the Löwdin charge.
Element x y z (Å)
C -1.984848 -2.833020 1.301494  -0.041
C -0.730328 -2.090390 1.037674  -0.102
N 0.270632 -1.511790 0.807654  0.129
H -1.680398 -3.818160 1.654924  0.101
H -2.469808 -2.981400 0.336664  0.038
H -2.605818 -2.269290 1.997704  0.095
C -0.785098 0.452690 -0.792516  -0.202
C 0.405912 1.182180 -0.531326  -0.043
N 1.402902 1.730320 -0.249076  -0.030
H -0.707878 -0.467190 -0.212896  0.037
H -0.867218 0.398640 -1.878066  0.157
H -1.618378 1.060350 -0.439666  0.077
C 2.822232 3.048720 -0.661296  -0.113
C 4.290242 2.723150 -0.377116  -0.306
N 5.402282 2.419120 -0.232666  0.140
H 2.424632 2.211140 -1.234426  0.063
H 2.862112 3.967190 -1.246886  0.099
H 2.325342 3.109670 0.306944  0.095
C 2.309362 -1.006620 1.708234  -0.308
S 3.868572 -0.881530 0.755824  0.886
O 3.832592 -1.864520 -0.426716  -0.597
C 3.571712 0.826820 0.086914  -0.337
H 2.186772 -2.035940 2.045254  0.047
H 1.383272 -0.789610 1.175914  -0.083
H 2.496272 -0.494580 2.652144  0.050
H 3.217752 1.525630 0.844854  0.070
H 2.685862 0.765780 -0.545256  0.029
H 4.442162 1.153680 -0.481926  -0.001
C -2.602188 -0.011590 -0.210786  -0.342
S -3.803968 -1.333580 -0.647046  0.861
O -4.477048 -1.746810 0.654774  -0.557
C -4.976358 -0.375570 -1.577126  -0.261
H -2.166018 0.357120 -1.139176  0.021
H -1.802478 -0.407230 0.415324  0.034
H -3.236818 0.709360 0.304554  0.119
H -5.424608 0.378960 -0.930706  0.063
H -5.714228 -1.149870 -1.787126  0.051
H -4.547138 0.048180 -2.485036  0.061

Atomic forces in eV per Å
1.5 -0.1 -0.2
2.1 0.5 0.2
-7.3 -3.8 -1.4
-0.2 0.0 0.3
-0.1 0.0 0.3
0.0 -0.3 -0.2
7.7 3.7 -1.2
3.5 1.6 0.4
-10.5 -5.4 2.3
1.5 0.9 -2.1
0.0 -0.4 -0.2
4.0 2.9 0.6
5.8 3.5 -0.9
1.3 4.0 -1.1
0.4 3.2 -0.2
1.6 1.8 -1.1
-0.2 0.3 0.1
0.8 1.3 -0.7
2.5 0.2 1.3
-0.3 -0.4 -0.9
-0.3 1.4 1.3
-0.9 -5.2 0.3
0.3 -0.3 -0.3
2.7 1.5 0.9
0.0 0.6 0.0
0.8 -0.9 0.6
1.4 -1.5 0.1
-1.1 -3.0 0.5
-8.0 -4.1 0.6
0.0 -0.3 1.6
-0.1 0.5 -1.2
-0.3 -0.2 0.3
-5.3 -2.4 -0.7
-3.1 -0.3 0.8
0.2 0.4 0.1
0.0 0.1 -0.1
-0.2 0.3 -0.4
0.0 -0.1 0.0

=====

Record 2
The following is a quantum chemistry calculation of one molecule with the formula C10H21N5O4, from the OMol25 dataset.

LUMO level = 0.509 eV
Highest occupied orbital energy = -9.45 eV
2S+1 = 1
ΔE to the lowest compared entry with this formula, charge and spin = 10.1 kJ/mol
Frontier orbital gap = 10.0 eV
Max |F| = 0.0259 hartree/bohr

Each line ends with the Löwdin charge.
Element x y z (Å)
C 0.929094 2.188018 -0.856530  -0.327
C 0.066476 1.293302 0.053359  -0.435
C 2.299197 1.539410 -1.081931  -0.144
C 3.185150 1.429439 0.168779  -0.174
C 3.580087 -0.012082 0.508548  -0.196
C 2.200662 -2.068776 0.255106  -0.527
C -1.830456 -0.247473 0.246263  -0.165
C -2.298576 -1.443731 -0.596273  -0.481
C -3.000336 0.611521 0.782238  -0.383
C -3.739676 1.385904 -0.313074  -0.028
H 1.258297 3.471379 0.651809  0.066
H 0.196451 3.990271 -0.389329  0.064
H 0.413281 2.260427 -1.845480  0.150
H 2.154233 0.558810 -1.534109  0.114
H 2.813672 2.166274 -1.842394  0.124
H 4.106131 2.009328 0.056152  0.115
H 2.668975 1.848584 1.044929  0.105
H 4.268548 -0.013008 1.350184  0.110
H 4.125891 -0.453352 -0.336290  0.117
H 1.573287 -0.360891 1.120352  0.114
H 1.033404 -3.505656 -0.141416  0.065
H 3.216382 -3.729564 -0.287019  0.080
H 4.135051 -2.678769 0.622112  0.111
H -1.050133 0.650448 -1.499386  0.144
H -1.272663 -0.620422 1.113154  0.162
H -2.549290 1.322583 1.457840  0.138
H -4.229325 -0.825532 0.905927  0.073
H -4.158598 0.683231 -1.035627  0.078
H -4.544352 1.980749 0.152588  0.092
H -3.063310 2.062036 -0.834161  0.068
H -0.428269 -2.063689 -0.700130  0.061
N 1.065305 3.527279 -0.328114  0.078
N 2.407495 -0.835257 0.773492  0.060
N 0.995916 -2.510752 0.070086  0.099
N 3.353101 -2.786403 -0.027344  0.139
N -0.878995 0.531860 -0.528828  0.135
O 0.264017 1.270192 1.270000  0.035
O -3.484284 -1.691129 -0.769332  0.083
O -3.873556 -0.192541 1.537261  -0.013
O -1.358322 -2.173211 -1.130887  0.092

Atomic forces in eV per Å
-0.6 -0.5 -0.7
0.3 0.2 0.5
0.4 0.6 -0.5
0.0 -0.1 0.5
0.0 0.0 -0.5
0.0 0.0 0.3
-0.1 -0.1 0.1
-1.1 0.1 0.3
0.0 0.0 -0.6
-0.1 -0.1 0.3
0.3 -0.1 0.7
-1.1 0.7 -0.2
0.4 0.0 0.6
0.0 -0.2 0.0
-0.3 -0.4 0.4
-0.1 -0.1 -0.1
0.1 -0.1 -0.2
0.1 0.0 0.3
-0.2 0.1 0.1
0.3 -0.1 -0.1
-0.2 0.1 0.0
-0.2 -0.8 -0.3
-0.5 0.1 -0.4
-0.1 0.1 -0.7
-0.2 -0.1 -0.1
0.1 0.2 0.4
-0.2 -0.3 -0.1
-0.1 0.1 0.0
0.3 -0.3 -0.3
0.0 0.1 0.0
-0.6 0.0 -0.1
0.8 -0.4 -0.3
-0.2 0.3 0.0
0.3 -0.2 -0.2
0.5 0.9 0.6
0.1 0.1 0.4
0.0 0.0 -0.3
0.9 0.2 0.1
0.1 0.2 0.2
0.9 -0.3 0.0

=====

Record 3
The following is a quantum chemistry calculation of C10H21N5OPbS as an isolated structure, from the OMol25 dataset.

LUMO level (spin up / spin down) = -9.628 / -14.066 eV
Highest occupied orbital energy (spin up / spin down) = -17.64 / -17.64 eV
2S+1 = 2
ΔE to the lowest compared entry with this formula, charge and spin = 92.6 kJ/mol
Frontier orbital gap (spin up / spin down) = 8.0 / 3.6 eV
Max |F| = 0.0482 hartree/bohr
Total charge = +3

Each line ends with the Löwdin charge.
Element x y z (Å)
Pb -0.302100 -0.227200 0.611700  1.268
N -1.567300 1.348000 -0.874600  -0.080
C -0.990000 2.679900 -1.145000  -0.208
C -0.381600 3.267700 0.126500  -0.195
N 0.647400 2.429500 0.715200  -0.157
C 1.982200 2.414400 0.139900  -0.193
C 2.142500 1.517800 -1.092300  -0.210
N 1.735500 0.129600 -0.798800  -0.093
H -1.811800 0.919700 -1.763800  0.101
H -2.446600 1.484100 -0.373200  0.101
H -1.761000 3.371300 -1.497500  0.141
H -0.247300 2.589500 -1.936400  0.106
H -1.169600 3.406400 0.869700  0.135
H 0.012500 4.263000 -0.117500  0.141
H 0.705000 2.607100 1.712100  0.124
H 2.671100 2.066800 0.912200  0.132
H 2.294900 3.425400 -0.148900  0.141
H 3.196900 1.558300 -1.382000  0.137
H 1.553900 1.877300 -1.935000  0.107
H 2.465200 -0.304600 -0.234500  0.087
H 1.688700 -0.387800 -1.671600  0.094
S -3.618000 -2.342300 0.070000  0.942
C -2.348000 -1.534200 0.053800  -0.741
N 0.713300 -2.455200 0.113500  0.102
C 1.298900 -3.440100 -0.050200  -0.165
N 2.012700 -4.503000 -0.219600  -0.036
C 2.049100 -5.245000 -1.461200  -0.019
C 1.958200 -6.770500 -1.170500  -0.078
O 2.882000 -7.155300 -0.212400  0.067
C 2.783700 -6.493100 1.000500  -0.077
C 2.924300 -4.957300 0.811700  -0.018
H 3.010300 -5.074000 -1.962700  0.169
H 1.237400 -4.940300 -2.122400  0.160
H 2.187900 -7.333100 -2.079000  0.169
H 0.929500 -7.008300 -0.850100  0.174
H 3.593200 -6.861800 1.635700  0.169
H 1.818100 -6.700400 1.491200  0.174
H 3.958800 -4.765500 0.499300  0.170
H 2.729400 -4.443900 1.753200  0.160

Atomic forces in eV per Å
0.5 2.2 1.1
0.0 -0.4 -0.1
0.2 0.5 0.3
0.1 0.5 -0.5
-0.4 -1.2 0.5
0.2 0.3 -0.5
0.1 0.6 0.3
-0.2 -0.2 -0.1
-0.2 0.0 0.0
0.0 -0.1 -0.1
0.1 -0.1 0.0
-0.1 0.0 0.0
0.0 0.0 0.0
-0.1 0.0 0.0
0.1 0.1 -0.1
0.0 0.1 0.0
0.1 -0.1 0.0
-0.1 0.0 -0.1
0.1 -0.1 0.1
-0.1 -0.1 -0.1
0.1 -0.1 0.0
0.5 0.4 0.1
-1.3 -1.0 -0.5
0.5 -1.4 -0.5
-1.3 1.7 0.3
1.3 -1.9 -0.2
0.2 0.7 -0.3
-0.6 -1.1 -0.4
0.1 0.7 -0.1
-0.1 -0.9 0.9
0.4 0.7 -0.1
-0.1 -0.1 0.1
0.0 -0.1 0.1
0.0 0.2 0.1
0.2 0.2 0.1
-0.1 0.2 -0.1
0.1 0.1 -0.2
-0.1 -0.1 0.0
0.0 -0.1 0.0